Entry 1:
102
Properties=species:S:1:pos:R:3 method="wB97M-V/def2-TZVPD" total_charge=+1 e_above_lowest_kj_mol=89.6 lumo_energy_ev=-3.866
Mg -0.791 0.502 -0.409
C -3.065 -5.086 3.355
C -2.369 -3.897 2.741
C -1.059 -3.621 2.976
C -0.431 -2.444 2.464
C 0.882 -2.033 2.665
N 1.953 -2.695 3.059
C 2.191 -4.145 3.040
C 2.301 -4.752 1.632
C 3.554 -4.391 0.821
N 3.606 -2.982 0.406
C 2.719 -2.317 -0.305
C 1.751 -2.753 -1.204
C 1.700 -4.011 -1.879
C 0.845 -4.230 -2.915
C 0.819 -5.535 -3.671
C -0.029 -3.171 -3.299
C -0.087 -1.969 -2.656
C -1.036 -0.935 -3.096
N -1.298 0.122 -2.441
C -2.327 1.026 -2.984
C -3.720 0.565 -2.544
C -3.959 0.661 -1.040
N -2.969 -0.100 -0.267
C -3.394 -1.038 0.477
C -2.558 -1.871 1.356
C -3.093 -3.002 1.901
C -1.202 -1.492 1.684
O -0.692 -0.422 1.276
C 0.795 -1.720 -1.541
O 0.738 -0.664 -0.873
H -2.350 -5.767 3.815
H -3.633 -5.642 2.606
H -3.769 -4.769 4.128
H -0.515 -4.280 3.642
H 1.061 -0.982 2.443
H 2.780 -2.127 3.137
H 1.397 -4.652 3.573
H 3.107 -4.323 3.603
H 1.406 -4.493 1.058
H 2.304 -5.836 1.754
H 3.620 -5.037 -0.049
H 4.449 -4.576 1.412
H 4.288 -2.408 0.875
H 2.764 -1.236 -0.179
H 2.400 -4.796 -1.623
H 1.548 -6.238 -3.269
H 1.047 -5.381 -4.728
H -0.167 -6.002 -3.615
H -0.698 -3.334 -4.142
H -1.538 -1.126 -4.051
H -2.281 1.059 -4.074
H -2.127 2.029 -2.601
H -3.862 -0.470 -2.870
H -4.469 1.175 -3.050
H -4.972 0.322 -0.815
H -3.874 1.704 -0.722
H -4.461 -1.283 0.480
H -4.131 -3.234 1.674
C -2.511 6.838 0.977
C -2.432 5.333 1.068
C -3.418 4.626 1.738
C -3.302 3.244 1.834
C -4.365 2.438 2.543
C -2.216 2.611 1.262
C -1.185 3.274 0.530
C -1.351 4.679 0.476
N -0.223 2.454 -0.055
C 1.174 2.813 -0.440
C 1.420 2.381 -1.906
C 2.894 2.505 -2.311
C 3.746 1.617 -1.394
C 3.585 2.079 0.060
C 4.032 3.535 0.189
C 3.153 4.398 -0.718
C 3.341 3.960 -2.171
C 1.667 4.273 -0.334
C 2.115 1.986 0.481
H -3.491 7.203 1.285
H -2.320 7.184 -0.041
H -1.761 7.300 1.624
H -4.261 5.142 2.188
H -4.647 2.901 3.491
H -4.023 1.419 2.749
H -5.271 2.375 1.933
H -2.104 1.544 1.433
H -0.675 5.302 -0.073
H 0.789 2.999 -2.554
H 1.108 1.342 -2.028
H 3.013 2.182 -3.350
H 4.799 1.676 -1.688
H 3.428 0.569 -1.500
H 4.201 1.450 0.717
H 5.084 3.644 -0.094
H 3.934 3.862 1.229
H 3.448 5.445 -0.613
H 4.389 4.067 -2.469
H 2.745 4.595 -2.834
H 1.107 4.900 -1.027
H 1.517 4.647 0.679
H 1.993 2.361 1.503
H 1.781 0.944 0.470



Entry 2:
87
Properties=species:S:1:pos:R:3 method="wB97M-V/def2-TZVPD" spin_multiplicity=2 e_above_lowest_kj_mol=0.0 lumo_energy_ev="0.479 / 0.439" s2=0.75
C 2.246 -1.565 3.906
O 3.360 -0.731 3.666
C 4.095 -1.077 2.498
C 3.972 -0.040 1.357
C 3.246 1.263 1.705
C 1.732 1.107 1.911
C 0.906 2.261 1.316
C 0.542 2.036 -0.175
C -0.939 1.703 -0.450
C -1.388 0.212 -0.483
S -0.268 -0.860 -1.430
O 0.956 -1.062 -0.702
O -1.006 -2.006 -1.902
C 0.235 0.026 -3.021
F 1.528 0.350 -2.933
F -0.484 1.147 -3.224
C 0.049 -0.867 -4.269
F -1.228 -1.138 -4.479
F 0.727 -1.994 -4.161
F 0.506 -0.201 -5.326
C -2.797 0.137 -1.147
C -3.860 -0.878 -0.618
C -5.229 -0.160 -0.531
C -4.030 -2.059 -1.576
N -3.502 -1.402 0.734
O -3.195 -2.642 0.810
C -2.687 -0.525 1.621
C -2.496 -1.245 2.972
C -3.380 0.815 1.869
C -1.325 -0.403 0.936
H 2.554 -2.593 4.134
H 1.713 -1.159 4.768
H 1.562 -1.588 3.047
H 3.759 -2.061 2.147
H 5.143 -1.170 2.799
H 3.451 -0.503 0.510
H 4.982 0.203 1.011
H 3.426 1.956 0.872
H 3.695 1.727 2.591
H 1.518 0.988 2.977
H 1.424 0.172 1.431
H 1.461 3.201 1.407
H -0.014 2.390 1.899
H 0.782 2.946 -0.734
H 1.213 1.268 -0.555
H -1.541 2.161 0.344
H -1.258 2.186 -1.374
H -3.207 1.146 -1.086
H -2.669 -0.080 -2.213
H -5.913 -0.765 0.069
H -5.157 0.841 -0.109
H -5.645 -0.070 -1.540
H -4.904 -2.652 -1.289
H -3.167 -2.718 -1.576
H -4.194 -1.669 -2.584
H -1.588 -1.848 2.985
H -2.422 -0.507 3.777
H -3.353 -1.888 3.180
H -3.481 1.433 0.975
H -2.830 1.379 2.624
H -4.394 0.634 2.243
H -0.662 0.198 1.559
H -0.909 -1.415 0.918
C 2.397 6.824 -2.619
C 1.765 5.466 -2.362
C 0.623 5.177 -3.325
O 1.321 5.360 -1.009
H 1.657 7.617 -2.481
H 3.216 7.003 -1.922
H 2.783 6.894 -3.636
H 2.524 4.689 -2.461
H -0.169 5.922 -3.206
H 0.195 4.193 -3.125
H 0.963 5.203 -4.361
H 0.647 6.032 -0.861
C 0.649 -4.180 0.266
C 1.827 -4.989 0.776
C 1.811 -6.416 0.250
O 1.870 -4.981 2.206
H -0.294 -4.626 0.599
H 0.694 -3.164 0.651
H 0.639 -4.133 -0.823
H 2.757 -4.505 0.472
H 0.905 -6.929 0.584
H 2.671 -6.974 0.623
H 1.829 -6.435 -0.840
H 1.058 -5.393 2.520



Entry 3:
119
Properties=species:S:1:pos:R:3 method="wB97M-V/def2-TZVPD" total_charge=-1 e_above_lowest_kj_mol=29.8 lumo_energy_ev=2.474
Zr 0.485 0.241 0.068
N 2.493 1.410 0.729
N 2.258 2.211 1.871
C 1.038 1.990 2.574
O 0.996 2.355 3.740
O 0.093 1.481 1.872
H 3.136 0.651 0.925
H 2.819 1.981 -0.041
H 3.037 2.267 2.510
C -3.259 1.468 1.884
O -3.570 0.131 1.450
C -2.745 -0.384 0.532
O -1.849 0.276 0.003
N -3.048 -1.658 0.263
N -2.238 -2.507 -0.500
H -3.853 1.616 2.782
H -3.549 2.185 1.116
H -2.195 1.567 2.097
H -3.787 -2.088 0.792
H -1.359 -2.604 0.003
H -1.975 -2.046 -1.392
C 1.515 -1.814 -4.557
C 0.109 -2.052 -3.997
C -0.150 -3.559 -3.888
C -0.891 -1.488 -5.018
C -0.312 -1.445 -2.635
N 0.481 -1.162 -1.644
H 1.522 -1.991 -5.638
H 2.249 -2.485 -4.115
H 1.843 -0.790 -4.391
H -0.128 -4.015 -4.884
H -1.131 -3.746 -3.446
H 0.605 -4.052 -3.274
H -0.774 -1.985 -5.986
H -0.731 -0.417 -5.164
H -1.912 -1.624 -4.660
C -2.735 3.259 -1.727
C -1.659 3.085 -2.808
C -1.848 1.663 -3.354
C -1.921 4.086 -3.938
P 0.038 3.168 -1.956
N 0.332 1.884 -1.152
C 0.089 4.730 -0.867
C 1.545 4.978 -0.449
C -0.676 4.442 0.439
C -0.446 6.024 -1.490
C 1.362 3.350 -3.304
C 2.718 2.967 -2.690
C 1.087 2.278 -4.369
C 1.480 4.715 -3.985
H -3.699 2.961 -2.151
H -2.834 4.287 -1.390
H -2.526 2.612 -0.875
H -2.916 1.495 -3.527
H -1.496 0.900 -2.658
H -1.346 1.517 -4.306
H -2.953 3.953 -4.279
H -1.276 3.912 -4.800
H -1.808 5.124 -3.630
H 1.971 4.093 0.026
H 1.555 5.780 0.294
H 2.176 5.294 -1.277
H -0.522 3.418 0.772
H -1.744 4.623 0.345
H -0.302 5.109 1.221
H 0.056 6.290 -2.422
H -0.278 6.841 -0.781
H -1.516 5.980 -1.678
H 2.634 1.994 -2.207
H 3.086 3.689 -1.966
H 3.457 2.895 -3.494
H 0.884 1.312 -3.901
H 1.975 2.172 -5.000
H 0.253 2.536 -5.020
H 1.833 5.491 -3.305
H 0.539 5.047 -4.421
H 2.210 4.639 -4.797
C -4.147 1.678 6.366
C -4.138 0.354 5.648
C -5.299 -0.410 5.601
C -5.330 -1.624 4.933
C -4.179 -2.094 4.326
C -3.009 -1.345 4.366
N -1.860 -1.850 3.703
C -0.662 -2.056 4.357
C -0.647 -2.437 5.706
C 0.545 -2.682 6.358
C 1.763 -2.549 5.696
C 1.759 -2.140 4.376
C 0.571 -1.891 3.696
C 0.648 -1.325 2.322
O 1.679 -0.735 1.940
O -0.370 -1.377 1.553
C -2.977 -0.098 5.006
C -1.736 0.750 4.974
H -5.087 1.821 6.899
H -4.024 2.511 5.670
H -3.329 1.746 7.086
H -6.193 -0.042 6.094
H -6.243 -2.206 4.898
H -4.160 -3.051 3.818
H -1.755 -1.646 2.716
H -1.590 -2.546 6.227
H 0.525 -2.983 7.399
H 2.695 -2.742 6.211
H 2.684 -1.978 3.838
H -1.127 0.558 4.094
H -1.101 0.567 5.846
H -1.977 1.812 4.964
C 1.790 -3.495 -0.838
O 2.038 -2.227 -0.284
C 1.845 -1.102 -1.168
C 3.101 -0.877 -1.973
H 1.973 -4.227 -0.050
H 2.456 -3.716 -1.684
H 0.753 -3.592 -1.178
H 3.426 -1.741 -2.559
H 3.910 -0.648 -1.272
H 2.995 -0.029 -2.649